Arrangement one

Molecular formula: C3H5FO
Method: DFT, ωB97M-V/def2-TZVPD

Summary:
SMILES ... O[C@H]1C[C@@H]1F
Gap between HOMO and LUMO ... 11.14 eV
Highest occupied orbital energy ... -10.176 eV

```
! wB97M-V def2-TZVPD RIJCOSX def2/J DEFGRID3
* xyz 0 1
H -0.25676 1.57931 0.75757
H 0.95651 1.59571 -0.69899
H -1.77517 -1.45131 0.04596
O -1.63656 -0.51171 0.09808
H 0.66688 -0.61836 1.48681
H -0.40146 -0.33315 -1.51558
F 1.86959 -0.73250 -0.13428
C 0.27111 1.03948 0.00237
C 0.73056 -0.29723 0.38724
C -0.42469 -0.27025 -0.42916
*
```

---

Arrangement two

Molecular formula: C3H5FO
Method: DFT, ωB97M-V/def2-TZVPD

Summary:
SMILES ... C=C(F)CO
Gap between HOMO and LUMO ... 10.58 eV
Highest occupied orbital energy ... -9.917 eV

```
! wB97M-V def2-TZVPD RIJCOSX def2/J DEFGRID3
* xyz 0 1
H 0.59087 0.66993 1.67531
F 0.44850 -1.43149 -1.14014
C 0.18112 -0.17548 -0.69191
C 0.09594 -0.19099 0.91766
O -1.26676 -0.46969 1.25014
H 0.14085 1.75533 -0.39231
C 0.21311 1.06125 -1.18471
H 0.88657 -0.99072 1.01524
H -1.60863 -1.52560 0.85352
H 0.31843 1.29745 -2.30280
*
```

---

Stability summary - winner: arrangement one; margin: 0.0572 hartree.

---

Arrangement one

Molecular formula: C3H5FO
Method: DFT, ωB97M-V/def2-TZVPD

Summary:
SMILES ... C[C@@H]1O[C@H]1F
Gap between HOMO and LUMO ... 9.60 eV
Highest occupied orbital energy ... -8.474 eV

```
! wB97M-V def2-TZVPD RIJCOSX def2/J DEFGRID3
* xyz 0 1
H 0.40652 1.96307 -1.05440
H 1.23236 -0.42644 -1.00765
C -0.03039 1.32328 -0.28779
C 0.30844 -0.09766 -0.56927
H 0.34911 1.65854 0.67881
H -1.10930 1.46083 -0.30618
C -0.25253 -1.37029 0.68672
O -0.73694 -1.09900 -0.57573
H -0.71858 -0.98730 1.57579
F 0.55132 -2.42502 0.85968
*
```

---

Arrangement two

Molecular formula: C3H5FO
Method: DFT, ωB97M-V/def2-TZVPD

Summary:
Gap between HOMO and LUMO ... 10.86 eV
Highest occupied orbital energy ... -10.084 eV

```
! wB97M-V def2-TZVPD RIJCOSX def2/J DEFGRID3
* xyz 0 1
C -1.01973 -0.53141 0.84238
H 1.83937 0.24141 0.19884
C 1.16760 0.02765 -0.67522
H -0.93767 0.29325 -0.96670
H -0.48391 -0.84887 1.78860
F -2.33019 -0.55520 0.61911
O -0.44175 1.20032 0.84497
C -0.24737 0.26987 -0.18594
H 1.16675 0.89423 -1.42836
H 1.28691 -0.99125 -1.03768
*
```

---

Arrangement three

Molecular formula: C3H5FO
Method: DFT, ωB97M-V/def2-TZVPD

Summary:
Gap between HOMO and LUMO ... 10.15 eV
Highest occupied orbital energy ... -9.806 eV

```
! wB97M-V def2-TZVPD RIJCOSX def2/J DEFGRID3
* xyz 0 1
C 0.90422 -0.27237 0.26500
H -0.20513 -0.27804 -1.43508
F 2.22171 -0.62358 -0.08210
H -2.28338 -1.55854 -0.20392
H 0.73317 1.79295 -0.59143
H -0.11748 1.28923 1.24813
C -0.37019 -0.24024 -0.50467
H 0.67513 -0.72982 1.19666
O -1.67148 -0.52823 0.15736
C 0.11343 1.14864 -0.04995
*
```

---

Stability summary - winner: arrangement one; margin: 0.0057 hartree.

---

Arrangement one

Molecular formula: H41O20
Method: DFT, ωB97M-V/def2-TZVPD

Summary:
Gap between HOMO and LUMO (alpha / beta) ... 2.72 / 10.15 eV
Highest occupied orbital energy (alpha / beta) ... -2.967 / -10.471 eV

```
! wB97M-V def2-TZVPD RIJCOSX def2/J DEFGRID3
* xyz 0 2
H -1.70831 -0.91781 -5.02436
H -1.65424 -0.48519 -1.38572
O -2.12079 -1.34360 -1.33687
H -3.83478 -0.32398 0.97676
H -2.65458 -2.92459 -0.41899
H 0.07922 3.42858 -0.35602
H -5.38672 2.95257 0.30839
H 5.63130 0.50795 2.03821
H 0.49920 1.40553 -2.32467
H -3.21138 -2.71171 1.01354
H -2.06340 2.09948 -1.56485
O 0.38580 -2.23633 -2.75765
O -1.58889 -0.90620 -4.04403
H -0.00365 0.58490 4.87620
H 1.06058 1.59133 -3.77782
H 1.18263 -1.76642 -3.02760
O 2.52094 -2.86795 0.48554
O 3.15597 2.84760 -0.83510
H -0.28012 -2.87984 -1.28351
O -4.76715 2.32716 -0.08625
H 2.85218 -0.06392 -3.92772
O 0.26576 4.08572 -1.05647
O -0.65937 1.29135 4.85059
O -1.12254 2.62861 1.89195
H 1.62572 -2.38039 4.31967
O -0.27332 -3.29107 -0.38895
O -3.96469 -1.27868 1.20623
H 2.42969 3.44687 -1.00902
H -2.06999 3.27923 -2.57907
H -1.31691 0.02909 -4.17621
O 3.63205 0.23802 -4.40528
H 2.32600 -0.72206 3.38195
O 4.72728 0.20963 1.91080
O -1.24019 -0.60849 2.28148
H 3.91376 1.05897 -3.98309
H -0.44933 -0.58656 1.71303
H -4.42691 2.86136 -0.82423
H 1.28791 -0.97562 0.18763
O 2.19867 -0.10374 2.65738
H -1.46504 0.89628 4.50234
O 2.04831 -3.09978 3.83892
H -1.05637 2.62116 2.86299
H 1.84271 -3.88543 4.35605
H 1.50366 0.43983 1.03900
H 0.08008 3.49918 -1.83246
H 4.02560 3.24512 -0.79064
O -2.52493 2.91834 -1.80775
O 1.07320 -0.06006 0.33140
H 2.73647 -2.00049 0.83860
H -4.11997 -1.12913 2.15134
O -2.84837 -3.46491 0.39865
H 2.89390 0.56266 2.63976
H 2.62354 -3.58337 1.11574
H -2.78257 -1.16959 -2.03774
O 0.63898 0.95800 -3.17450
H 0.67733 -3.23347 -0.22018
H -1.44693 0.33523 2.24700
H -1.86254 -3.68077 0.52269
H -1.13509 3.56394 1.65941
H -0.30287 -1.68891 -3.19452
H 4.42352 0.45637 1.02803
*
```

---

Arrangement two

Molecular formula: H41O20
Method: DFT, ωB97M-V/def2-TZVPD

Summary:
Gap between HOMO and LUMO (alpha / beta) ... 2.81 / 10.65 eV
Highest occupied orbital energy (alpha / beta) ... -2.648 / -10.625 eV

```
! wB97M-V def2-TZVPD RIJCOSX def2/J DEFGRID3
* xyz 0 2
H -1.44483 1.95124 -0.23927
H -0.24331 4.85508 0.50674
H -0.48065 1.95976 3.44001
O -1.11161 1.14478 0.17958
H -1.94150 0.13737 -0.90977
H -3.94164 4.39444 -0.45486
H 2.59890 0.27324 3.98507
H 2.15672 -2.58887 -4.50837
H 0.62944 -5.27621 -2.67138
H 2.87660 -0.37767 1.82726
H -2.17617 -2.86418 0.34582
H 1.05002 -1.46031 -4.51049
O 0.97838 -0.31092 1.19458
O 0.44667 -4.33725 -2.56647
H 1.06377 0.51958 0.60994
H 3.07495 -2.54491 0.60971
H -1.61107 1.22963 1.04188
H -1.32122 2.79934 -1.86881
O -1.03213 2.04844 -2.41490
O 0.04792 -3.27404 2.22247
H -0.54969 0.29428 3.68953
H 0.33655 -2.37476 -0.36182
H 0.69145 -3.94203 -3.42282
H -1.75042 2.15401 -3.05789
O 0.50772 0.17414 -4.82187
H 2.14637 -2.58279 1.75544
H 4.19021 0.22398 1.86777
H 2.64209 3.34679 1.98412
O -2.56106 1.23917 2.36126
H 1.52101 0.89743 -1.25873
H 1.92823 4.56368 1.64528
H -3.79252 -3.02641 0.37766
O -3.10411 4.00386 -0.73791
H -0.60312 -1.96435 -3.20418
O 3.80844 -0.66133 1.80401
O 2.49316 -3.16697 1.06895
H -2.50647 4.46485 -0.12468
O -2.60762 -0.48817 -1.31800
H 0.00024 -1.05533 0.33161
H -0.11078 3.28254 1.25068
O 1.45951 1.58215 -0.57776
H 0.33509 -3.69501 3.04590
H -0.24626 -1.19957 -1.93319
H 0.57615 1.96667 -0.69875
O -3.02829 -2.63547 -0.04624
O -0.79181 -1.09869 -2.82149
O 1.90433 3.86788 2.31633
O 2.14753 -0.56644 3.96748
H -1.94419 1.15863 3.11009
H -3.09531 -1.14104 -0.73653
H -3.30598 1.76381 2.68991
O -0.30438 -1.65153 -0.47758
H -2.10762 -0.91229 -2.10703
H 2.45956 -1.16682 4.64438
O -0.28625 3.90547 0.53476
H 0.24384 0.20664 -3.88626
H 1.34608 0.56690 -5.07616
O -0.27850 1.05409 3.16867
O 1.22740 -2.40912 -4.32596
H 0.56443 0.31623 1.86170
H 0.82576 -3.57365 1.70057
*
```

---

Stability summary - winner: arrangement one; margin: 0.0039 hartree.

---

Arrangement one

Molecular formula: C5H9N2
Method: DFT, ωB97M-V/def2-TZVPD

Summary:
Gap between HOMO and LUMO (alpha / beta) ... 6.45 / 6.44 eV
Highest occupied orbital energy (alpha / beta) ... -13.212 / -13.209 eV

```
! wB97M-V def2-TZVPD RIJCOSX def2/J DEFGRID3
* xyz 1 1
C 2.17109 1.09533 -2.57986
H -2.02687 0.74438 1.40878
C -0.76091 -1.09426 1.48855
H 3.12145 0.47066 -2.41767
H 1.48558 0.63356 -3.27533
H -2.86992 -1.54992 1.39527
H 0.11981 -1.56118 1.05684
H -1.90103 -2.79813 0.60921
C -1.89247 -1.92233 1.23324
H 2.74246 2.00226 -2.75753
N 1.43530 1.20096 -1.41701
H -0.26982 1.11841 2.06690
C 0.61185 0.98143 -0.63685
N -0.47421 0.94206 -0.01951
H -0.64724 -0.85257 2.56881
C -0.84508 0.58933 1.27616
*
```

---

Arrangement two

Molecular formula: C5H9N2
Method: DFT, ωB97M-V/def2-TZVPD

Summary:
SMILES ... C=N/C=[NH+]/C(=C)C
Gap between HOMO and LUMO (alpha / beta) ... 6.57 / 7.00 eV
Highest occupied orbital energy (alpha / beta) ... -12.053 / -12.422 eV

```
! wB97M-V def2-TZVPD RIJCOSX def2/J DEFGRID3
* xyz 1 1
N -0.31754 -0.08247 0.22452
C -0.06346 1.13271 -0.29196
H 0.28626 -3.36103 -0.00484
C -0.19067 -2.43334 0.37134
H -1.33530 -2.59348 0.28780
H -1.86848 3.84965 0.70124
H 1.93706 -1.98003 -1.55328
H -0.99846 -0.06851 1.00757
H 0.04815 -2.47856 1.47568
N -0.78559 2.16471 0.06529
C 1.56214 -1.07443 -1.13191
H 0.75396 1.37070 -0.93543
C 0.23750 -1.23722 -0.21071
H 1.72180 -0.25621 -1.63005
H -0.03251 3.74738 1.08964
C -0.95486 3.30014 0.53510
*
```

---

Stability summary - winner: arrangement two; margin: 0.0258 hartree.

---

Arrangement one

Molecular formula: C5H9N2
Method: DFT, ωB97M-V/def2-TZVPD

Summary:
Gap between HOMO and LUMO ... 7.73 eV
Highest occupied orbital energy ... -12.625 eV

```
! wB97M-V def2-TZVPD RIJCOSX def2/J DEFGRID3
* xyz 1 1
H -0.97498 -1.62108 1.10403
N -0.02150 0.15809 -0.14001
H 2.67351 0.20548 -1.92296
C 0.70770 -0.47266 -1.07898
C 2.03414 1.20204 -0.18880
C -1.42847 0.14091 -0.12929
H 1.05891 0.52249 1.55937
H -1.66833 -2.06032 -0.55533
H -2.66460 -2.08184 1.18936
C 0.84459 1.04238 0.63612
H 0.41770 2.03002 0.97481
N -1.68785 -1.78042 0.42989
H 2.81743 1.91591 -0.15983
H -2.13224 0.61553 0.47907
H -1.99861 -0.00605 -1.06164
C 2.02260 0.18951 -1.13581
*
```

---

Arrangement two

Molecular formula: C5H9N2
Method: DFT, ωB97M-V/def2-TZVPD

Summary:
Gap between HOMO and LUMO ... 9.75 eV
Highest occupied orbital energy ... -13.749 eV

```
! wB97M-V def2-TZVPD RIJCOSX def2/J DEFGRID3
* xyz 1 1
H 2.72553 -0.73214 -0.06288
H 1.80936 -1.89295 0.89344
C 1.73175 -1.15546 0.09227
H -2.24796 -0.31431 -1.79159
H 1.42191 -1.67190 -0.81575
H -0.85259 2.51237 1.69708
H -1.50407 -1.07921 0.40576
C -1.08924 -0.19035 -0.06249
N -1.25402 -0.20714 -1.53642
C -0.61767 1.60191 1.17300
N -1.52223 1.00503 0.50575
C 0.71979 1.00923 1.18253
H -0.71082 -0.97699 -1.95053
H 1.51481 1.49822 1.71662
C 0.80166 -0.09959 0.46757
H -0.92621 0.69327 -1.91436
*
```

---

Arrangement three

Molecular formula: C5H9N2
Method: DFT, ωB97M-V/def2-TZVPD

Summary:
SMILES ... CN1C=[NH+][C@@H]2C[C@@H]21
Gap between HOMO and LUMO ... 10.23 eV
Highest occupied orbital energy ... -13.907 eV

```
! wB97M-V def2-TZVPD RIJCOSX def2/J DEFGRID3
* xyz 1 1
H 1.85841 1.82370 -0.68632
H 1.67759 -2.00208 0.61492
C 0.19097 -0.56514 0.69767
H 1.37874 -1.31640 -1.15762
H -2.67851 -0.21862 1.00983
C -2.17647 -0.04990 0.02349
N -0.76510 0.20534 -0.03771
H -0.04984 -0.75121 1.76264
C 1.23243 -1.28067 -0.01472
H -0.59662 1.73674 -1.52641
H -2.28132 -0.97908 -0.56996
N 1.19713 1.06870 -0.51113
H -2.74065 0.63558 -0.47870
C -0.11660 1.07807 -0.82959
H 2.33646 0.45798 1.19966
C 1.53338 0.15699 0.50395
*
```

---

Arrangement four

Molecular formula: C5H9N2
Method: DFT, ωB97M-V/def2-TZVPD

Summary:
Gap between HOMO and LUMO ... 7.25 eV
Highest occupied orbital energy ... -14.172 eV

```
! wB97M-V def2-TZVPD RIJCOSX def2/J DEFGRID3
* xyz 1 1
H 1.70238 -0.88869 -1.85539
H 0.96690 0.76056 -1.86625
C 0.34742 -0.50298 -0.28821
C -0.95853 0.30017 0.18637
N -0.85025 -1.56025 1.40666
H 0.18462 -2.62680 -0.08972
H 1.17689 -1.91187 1.13436
H -1.68390 0.17209 -0.63208
H -1.42610 2.38749 -0.20250
C 0.29306 -1.71384 0.51452
H 0.20612 2.12227 0.41774
C -0.82748 1.79419 0.47978
C 1.31368 -0.06578 -1.24767
H -1.19112 1.97147 1.48942
N -1.45156 -0.52632 1.24764
H 2.19786 0.28830 -0.69467
*
```

---

Stability summary - winner: arrangement three; margin: 0.0228 hartree.